(1)
9
Properties=species:S:1:pos:R:3:forces:R:3 method="wB97M-V/def2-TZVPD" relative_energy_ev=3.0857 energy_ha=-338.2280 largest_force_ev_per_a=1.28 lumo_energy_ev=-1.25 multiplicity=1 e_homo_ha=-0.4100
O 1.201731 1.759121 -0.363761 -0.207 -0.365 -0.064
C -0.146657 0.385829 0.896544 -0.097 0.254 0.515
N 0.440975 -0.093406 -1.438371 -0.008 0.014 0.032
C 0.563112 0.730474 -0.376763 0.173 0.291 -0.066
C -0.909756 -0.817548 1.443924 -0.499 -1.176 -0.045
H -0.124257 -0.927319 -1.455980 0.039 0.135 0.184
H 0.905531 0.206014 -2.284492 -0.094 -0.112 0.145
N -1.385376 -1.886591 1.482741 0.463 0.914 -0.223
C -0.545302 0.643427 2.096158 0.231 0.045 -0.478


(2)
18
Properties=species:S:1:pos:R:3:forces:R:3 method="wB97M-V/def2-TZVPD" relative_energy_ev=2.1126 smiles="[H]/N=C(/O)CCc1cn[nH]n1" energy_ha=-489.5513 largest_force_ev_per_a=3.74 lumo_energy_ev=0.62 multiplicity=1 e_homo_ha=-0.3634
O -1.996195 -2.127548 -0.788327 -0.570 -2.947 -0.407
H 0.167291 -1.427604 0.525880 -0.447 0.020 -0.018
N 1.027411 2.128051 0.299669 -0.418 -0.094 0.023
H -0.401049 -0.201621 -1.583303 -0.050 0.061 0.224
H -1.213852 1.058128 -0.640516 0.199 -0.169 0.013
H -2.550304 -1.421989 2.151809 0.064 -0.044 0.017
C 2.180209 0.711438 -0.944539 -0.085 0.176 -0.054
H -0.648897 -0.176101 1.486090 0.042 -0.038 -0.241
N -2.680289 -1.917129 1.273003 0.023 1.575 -0.085
C -0.401079 0.319193 -0.617549 0.062 0.182 -0.069
H 2.702039 3.218996 0.721447 -0.153 -0.272 -0.215
C 0.901010 1.030710 -0.447377 0.318 0.205 0.064
C -0.648240 -0.688311 0.515667 -0.363 1.346 -0.176
H 2.485141 -0.087281 -1.614546 -0.029 0.239 0.265
N 2.305303 2.429846 0.224752 0.067 -0.070 0.055
N 3.042982 1.621573 -0.500665 0.263 -0.210 -0.184
C -1.953874 -1.415895 0.338694 0.667 -2.730 2.465
H -2.317606 -3.054456 -0.400189 0.409 2.772 -1.677


(3)
17
Properties=species:S:1:pos:R:3:forces:R:3 method="wB97M-V/def2-TZVPD" charge=-1 relative_energy_ev=1.2959 energy_ha=-794.7715 largest_force_ev_per_a=5.10 lumo_energy_ev=3.57 multiplicity=1 e_homo_ha=-0.1005
N 0.292758 0.458047 -1.985892 -0.273 -2.203 -0.177
C 0.911829 2.650158 -2.850639 -1.378 -2.786 0.640
H 0.313434 -1.563595 -0.982274 -0.334 1.050 2.424
N 0.369337 0.495185 -0.530094 -0.694 0.592 -1.077
H 1.291551 -1.125951 0.429914 0.383 -0.035 0.646
C 0.173646 1.578413 0.119558 0.329 0.308 0.300
S 1.381529 4.030335 -3.403869 0.830 2.430 -0.766
H -0.487723 -1.023671 0.651046 -0.331 -0.259 0.215
H -1.741844 -1.869029 -2.807935 3.584 -0.528 0.263
C 0.342561 -0.899384 -0.017268 0.798 -0.319 -3.154
H 0.342023 2.532340 2.047460 0.230 -2.584 -0.772
C 0.205529 1.409499 1.608392 -2.533 4.298 1.058
H -0.317476 -1.169589 -2.515607 -0.381 0.074 -0.480
N 0.440239 1.573794 -2.655493 0.874 0.804 1.214
H -0.892573 1.292859 1.993425 1.776 -0.595 -0.581
H 0.933719 0.766349 2.033803 0.493 -0.898 0.611
O -0.707672 -2.065416 -2.739594 -3.372 0.649 -0.364


(4)
90
Properties=species:S:1:pos:R:3:forces:R:3 method="wB97M-V/def2-TZVPD" charge=-2 energy_ha=-3266.7738 largest_force_ev_per_a=0.26 lumo_energy_ev=4.12 multiplicity=1 e_homo_ha=-0.0345
P -0.584369 1.231941 -2.477091 0.087 0.205 0.052
H -2.979576 2.132389 0.302784 -0.004 -0.012 -0.003
C 0.564179 -1.197790 4.875926 0.026 -0.025 0.051
C 2.303054 4.102259 -1.693462 0.016 0.009 -0.017
H -4.554652 -2.542874 0.099857 -0.007 0.003 -0.007
C -0.857211 4.897446 2.398787 0.020 0.049 -0.016
H -2.782096 2.342968 -3.967747 0.001 -0.003 -0.003
H -2.531036 4.496318 3.693551 0.000 0.005 -0.005
C -1.828159 -1.307296 5.066754 0.032 -0.020 0.030
C -0.338725 -1.862555 -0.714145 -0.039 0.017 -0.065
C -0.820062 -0.396769 3.074274 -0.072 0.023 -0.063
C -1.955082 -0.737063 3.808569 -0.011 0.011 0.000
C 0.393497 -0.295269 -2.294983 0.000 -0.263 -0.018
C 0.687491 2.584665 -2.627885 -0.078 -0.007 0.021
H 3.617302 -1.462519 -2.019941 -0.004 -0.012 0.002
C -4.224915 -1.512949 0.163173 0.019 -0.021 0.016
O 3.452254 -0.571331 2.654468 0.183 0.046 0.108
C -0.869147 2.182041 1.850982 -0.065 0.043 0.011
H -2.718616 -1.578518 5.622430 0.012 -0.007 0.014
H -5.153654 1.619906 -0.725140 -0.003 -0.002 -0.003
H -0.465189 -1.999191 6.580189 -0.014 -0.001 0.006
C 2.535830 -1.511366 -1.986855 0.093 -0.034 -0.039
C -1.809012 2.721991 2.732431 0.039 -0.002 -0.031
H 1.345301 -0.393399 3.058291 -0.013 0.024 -0.009
H 2.476875 -6.101388 3.749078 0.000 0.005 0.003
C 3.180373 -4.076712 3.489085 -0.004 0.023 -0.003
C -1.104569 1.042519 -4.240662 -0.050 -0.008 0.006
C 2.415887 4.778705 -2.900939 0.017 0.006 0.040
H 0.254805 2.942460 -4.706715 -0.002 -0.007 0.010
C 1.440796 3.016946 -1.506293 0.000 0.017 0.008
H -0.835879 -4.034034 -1.244960 0.024 -0.029 0.009
C 1.786748 -0.275264 -2.055226 -0.133 0.059 0.084
C -2.015877 0.783706 -6.875213 -0.012 0.022 0.019
H -2.368252 0.679629 -7.894693 -0.003 0.002 -0.001
H 1.966203 -1.890474 1.219207 0.049 0.068 0.006
C -5.008551 -0.493597 -0.359088 0.005 0.037 -0.002
C 0.447506 -2.708345 -1.686549 -0.026 0.024 -0.051
C -2.998673 -1.226069 0.745246 -0.006 0.035 -0.016
H -2.367922 -2.021369 1.113499 0.004 -0.049 0.003
C -0.893951 0.085181 -6.449939 0.013 -0.017 -0.007
C -4.557904 0.819187 -0.302888 -0.027 -0.036 -0.002
O -0.124211 -3.991658 -1.901649 -0.023 0.047 0.003
H 2.914477 4.432425 -0.860587 -0.008 -0.015 0.006
H -2.543014 2.074087 3.199230 -0.012 0.010 0.010
H 1.556150 -1.386165 5.269446 -0.007 0.001 -0.001
C -0.440932 0.215594 -5.144278 0.017 -0.008 0.017
H 0.819902 5.005382 1.080688 0.007 -0.009 0.001
H 3.935510 -4.103940 4.264372 -0.007 -0.036 -0.002
C 1.889450 -2.685820 -1.865100 -0.039 -0.006 -0.003
O 4.817904 -1.835500 3.940404 0.062 -0.022 0.043
H -5.961599 -0.722122 -0.821996 -0.001 -0.003 -0.003
C -3.335057 1.109485 0.284062 0.042 0.026 0.001
C -2.692038 1.604526 -5.981523 -0.002 -0.020 -0.048
C -0.566249 -1.540498 5.603643 -0.036 0.035 -0.067
H -0.850685 5.962501 2.605511 -0.007 -0.005 0.007
C 3.027897 -2.883325 2.786620 0.023 0.050 -0.030
C 1.268121 -3.892284 1.469180 -0.061 -0.129 -0.008
C -1.803813 4.077463 3.007362 -0.027 -0.027 0.023
C -2.551173 0.094829 0.829348 -0.068 0.000 -0.028
C 3.087548 2.665379 1.023202 0.064 -0.005 -0.020
H 3.089528 5.623997 -2.991302 -0.002 0.001 -0.006
H 0.432765 -0.334905 -4.812680 -0.003 -0.001 -0.003
H 3.248743 2.035445 1.901773 -0.013 -0.005 0.000
H -0.369615 -0.568291 -7.137258 0.000 0.001 0.001
H 2.418555 -3.631283 -1.827782 0.012 0.007 -0.001
O 0.778132 -7.253189 2.521530 0.032 -0.031 0.030
C -0.385129 -1.547598 -2.218966 0.073 -0.038 -0.033
N 0.568254 -6.207856 1.919834 -0.020 -0.008 -0.007
C 1.665674 4.354339 -3.982053 -0.005 0.005 -0.023
C 0.081792 4.353509 1.539108 -0.005 -0.012 -0.008
O -0.324686 -6.078940 1.105339 -0.032 0.019 -0.024
C 2.383268 -5.171692 3.206729 0.024 -0.023 0.043
C 3.866243 -1.636828 3.161535 -0.216 -0.013 -0.074
C 0.440456 -0.628836 3.615939 0.084 -0.014 -0.013
H 0.525140 -3.814825 0.686572 -0.015 0.013 0.027
Pd 0.716652 -0.082656 -0.086329 -0.107 0.065 -0.082
C 1.430871 -5.058899 2.201607 0.045 0.100 0.002
P -0.864836 0.396973 1.428624 0.156 -0.057 0.095
H 2.324758 0.644988 -2.234155 0.022 0.002 0.009
Si 1.473171 2.121377 0.202071 -0.059 -0.091 0.051
C 2.078039 -2.812757 1.773675 0.029 -0.048 0.008
H -2.942984 -0.573740 3.394007 0.016 0.008 -0.020
H 3.924288 2.473948 0.344637 0.010 0.007 0.024
H -3.576583 2.143701 -6.300233 0.000 0.000 -0.001
C -2.243225 1.719855 -4.674093 0.017 0.012 0.048
H 1.739739 4.856294 -4.940410 0.002 0.000 0.001
C 0.105746 2.983443 1.251729 0.008 0.024 -0.017
H 3.120618 3.717132 1.327729 -0.021 0.001 -0.014
H -1.217010 -1.751402 -2.892373 0.003 0.021 -0.011
C 0.818425 3.264222 -3.840907 -0.012 -0.003 -0.047


(5)
9
Properties=species:S:1:pos:R:3:forces:R:3 method="wB97M-V/def2-TZVPD" relative_energy_ev=3.8022 energy_ha=-250.3226 largest_force_ev_per_a=4.31 lumo_energy_ev="-0.71 / -0.80" multiplicity=1 e_homo_ha="-0.3700 / -0.3509"
N -1.113830 0.834518 -0.283000 -0.034 0.154 3.753
F -2.576931 -0.565873 0.109222 1.864 1.078 -0.566
H 0.881477 -1.352883 0.252893 -0.714 -1.529 1.569
H -0.020497 0.683860 1.479960 -1.212 1.011 -0.139
C 0.965627 -0.337034 0.035039 2.106 1.932 -3.228
H 0.876831 -0.428396 -1.112060 0.408 0.668 1.558
N -0.038345 0.636830 0.467060 -1.070 -2.226 -2.641
H 2.028770 0.038211 0.282623 -1.760 -0.557 -0.319
H -1.003100 0.490765 -1.231737 0.412 -0.533 0.013


(6)
55
Properties=species:S:1:pos:R:3:forces:R:3 method="wB97M-V/def2-TZVPD" smiles="CC(C)=Nc1cccc2ncc(I)nc12.O=S1(=O)CCCC1.O=S1(=O)CCCC1" energy_ha=-2298.8514 largest_force_ev_per_a=1.77 lumo_energy_ev=0.01 multiplicity=1 e_homo_ha=-0.2871
C -3.151429 1.302545 4.844108 0.947 1.408 0.480
H 0.377322 -0.330655 3.030159 0.221 0.035 0.028
C -1.260667 1.702156 2.792462 0.183 -0.337 0.050
C 3.302144 2.193990 -1.149449 -0.022 -0.163 0.050
C -5.848855 1.907377 4.425607 -0.333 0.305 0.120
I -3.525009 -3.444710 2.430954 -0.134 0.168 0.073
C -5.350401 0.671128 3.971227 -0.277 0.368 0.134
H 3.080687 -2.987260 -7.863131 0.010 0.010 -0.001
H 3.868015 0.459815 -2.352351 0.025 -0.020 -0.019
C 2.234457 -2.997603 -4.559384 -0.165 -0.227 -0.130
H 1.245449 2.875879 -0.968440 -0.041 -0.044 0.028
C -4.279020 -1.606538 3.149233 0.414 -0.087 -0.003
H -6.257975 -2.007525 2.374566 -0.031 0.037 0.027
O 2.222168 0.759713 1.614866 -0.220 -0.023 0.157
C -3.668908 2.510659 5.256717 -0.379 -0.237 -0.008
C -1.053429 0.866021 4.040944 -0.144 -0.031 0.309
C -5.644297 -1.292400 2.912324 -0.461 -0.307 -0.204
H -3.001905 3.212186 5.738729 -0.045 0.039 0.029
H 1.110082 -2.825231 -6.392788 -0.018 -0.012 0.030
H 4.672210 -1.360387 -6.327780 -0.019 0.109 0.098
H 4.052588 -3.634668 -6.549039 -0.001 0.008 0.018
H 2.272852 1.096063 -2.700195 -0.006 0.000 -0.014
C 3.598870 -1.531614 -6.330667 0.055 -0.159 -0.309
C 0.054708 -0.152504 4.051986 0.089 0.474 -0.044
C -3.991964 0.362657 4.184356 0.227 -0.246 0.085
O 0.126530 0.795848 0.216780 -0.060 -0.106 0.185
H -5.450256 3.752325 5.376437 0.106 0.025 0.056
H -6.893254 2.150635 4.279807 -0.010 -0.188 -0.122
S 2.983286 -1.375384 -4.649322 0.071 -0.466 -0.270
O 1.937040 -0.384179 -4.628298 0.076 0.097 0.121
H 2.232975 3.224993 0.478348 -0.093 -0.078 0.083
H 4.153447 2.039849 -0.482172 -0.010 0.045 0.019
H 3.103607 -0.773245 -6.934008 -0.045 0.044 0.093
C 2.358996 -0.073995 -0.890563 0.257 -0.104 -0.263
C 2.984223 0.893059 -1.900972 -0.039 0.369 0.224
H 3.114074 -0.674640 -0.385988 -0.040 0.031 0.094
H -1.449441 2.724266 3.120114 -0.145 0.043 -0.192
H 0.901645 0.201239 4.643495 0.070 -0.114 -0.061
H 1.774047 -4.436847 -6.121484 -0.008 0.001 0.005
N -3.459899 -0.827049 3.767507 -0.413 0.180 -0.158
H -2.102756 1.343809 2.195445 -0.086 0.044 0.090
O 4.098101 -1.318957 -3.737247 -0.039 0.147 0.071
H 2.958634 -3.668583 -4.098275 0.029 0.053 0.031
H 3.552635 3.004626 -1.832232 -0.003 0.007 0.007
H -0.324759 -1.084944 4.462882 -0.013 0.083 0.200
H -0.396166 1.660946 2.122208 -0.308 0.079 0.490
C 2.055682 2.521014 -0.332038 0.199 0.226 -0.106
C -5.032782 2.806949 5.055258 0.209 -0.220 -0.110
H 1.332049 -2.945614 -3.954328 0.049 0.111 0.060
C 1.976523 -3.372427 -6.015484 0.037 0.091 -0.061
N -1.797567 0.983303 5.081824 -0.674 -1.307 -0.984
S 1.554157 0.944702 0.350397 0.354 -0.013 -0.759
H 1.614197 -0.721626 -1.347165 -0.069 -0.002 0.127
N -6.197894 -0.188212 3.320109 0.754 -0.111 0.088
C 3.235252 -2.950948 -6.786036 -0.026 -0.037 0.058